The following is a DFT calculation (wB97M-V/def2-TZVPD) of a gas-phase ion, C9H11N2S (charge +1) at a distorted geometry.

Geometry as XYZ:
```
23
Properties=species:S:1:pos:R:3:forces:R:3:mulliken_charge:R:1
C 2.567740 1.403064 -0.297269 2.24 1.98 -0.20 -0.3363
C 1.679502 2.488998 -0.295207 -2.31 -3.15 1.73 -0.8067
C 2.053005 0.194689 0.021438 1.62 -3.10 -0.50 -0.4503
C 0.354303 2.166042 0.131032 1.42 -0.24 -1.81 -0.6586
C 0.709965 -0.131281 0.105232 0.54 -1.28 0.26 0.7367
C -0.197594 0.866642 0.140790 0.60 2.51 0.74 0.2941
C -2.530455 0.017107 -0.046702 -1.12 0.85 1.80 0.0376
C 0.417137 -1.568864 -0.003146 -2.38 0.48 4.25 0.1217
C -0.175627 -2.259723 1.024976 0.51 0.76 -1.39 -1.0889
N -1.603817 0.813056 0.391796 -0.67 0.85 -0.79 -0.0555
N 0.660580 -2.001997 -1.228417 1.82 0.74 -2.42 -0.4058
S -4.184700 0.290453 0.462164 0.68 -0.36 -0.45 -0.1192
H 3.709427 1.488314 -0.464210 -2.19 0.08 0.20 0.3256
H 1.830145 3.502850 -0.434162 1.00 1.66 -0.37 0.4594
H 2.754014 -0.711281 0.059537 -0.95 1.48 0.00 0.3953
H -0.253068 3.003931 0.243172 -1.34 1.25 0.25 0.3234
H -2.309123 -0.837864 -0.602034 0.64 -1.28 -0.77 0.4376
H -0.441009 -1.858602 1.986341 0.27 0.53 0.03 0.3419
H -0.456251 -3.283226 0.910562 0.04 -0.66 -0.24 0.2839
H -1.953205 1.719760 0.742390 0.30 -0.68 0.27 0.3204
H 1.425858 -1.394229 -1.700691 -1.73 -2.35 0.62 0.3458
H -4.700906 -0.905530 0.066251 0.40 0.43 -0.07 0.2248
H 0.644075 -3.002317 -1.213838 0.62 -0.51 -1.15 0.2733
```
Positions in Å, forces in eV/Å.

The charge is +1. As for the spin multiplicity: 1.



The following is a DFT calculation (wB97M-V/def2-TZVPD) of a molecular structure, C44H36Cl2CsN4O2S4 at a distorted geometry.

Geometry as XYZ:
```
93
Properties=species:S:1:pos:R:3:forces:R:3:mulliken_charge:R:1
Cs 2.231314 0.412788 -2.015417 -0.56 0.71 -0.61 1.5702
O 4.802353 1.033581 -2.115085 0.90 0.07 0.09 -0.8581
C 4.362832 1.801440 -3.009285 0.85 0.46 -0.49 0.2256
O 3.524772 1.469505 -3.875421 1.11 0.63 -1.34 -0.7979
C 4.861113 3.232193 -2.957780 -0.09 0.15 0.10 0.4803
C 6.227813 3.466132 -3.035902 0.00 -0.04 -0.05 -0.3761
C 6.757802 4.743433 -2.915786 0.14 0.00 -0.07 -0.5412
C 5.893494 5.812499 -2.714532 -0.06 0.04 0.03 -0.3819
C 4.528386 5.595444 -2.627164 0.19 -0.09 -0.07 -0.6616
C 3.973856 4.305678 -2.728700 0.03 0.04 0.00 0.1532
S 2.258586 4.098177 -2.511776 -0.62 -0.03 0.36 -0.4385
H 6.886304 2.616846 -3.186230 -0.01 -0.01 0.06 0.3462
H 7.829654 4.902298 -2.972657 -0.02 -0.01 -0.02 0.3304
H 6.287200 6.819188 -2.607709 -0.01 0.00 -0.03 0.3178
H 3.851630 6.425078 -2.463946 -0.02 -0.01 0.04 0.3428
N -0.183300 -0.604397 -1.996582 -1.56 -0.50 -0.17 -0.6084
S -1.544866 -0.230411 -1.689857 -0.13 -0.11 -0.28 0.9988
N -2.393047 -1.161199 -0.545511 -0.29 0.09 0.24 -0.4131
S -1.498125 -1.485655 0.670888 0.37 0.63 -0.37 1.2711
N -0.615347 -0.300804 1.103623 -0.28 -0.57 0.41 0.2461
S 1.013417 -0.120966 1.382385 0.20 -0.57 0.22 1.3198
N 1.984426 -0.494838 0.382388 0.03 -0.39 2.07 -1.2623
C 1.173968 -1.045936 2.948641 -0.14 0.07 0.04 0.4114
C 0.308774 -0.912261 4.023686 0.01 0.02 0.07 -0.2304
C 0.505863 -1.692577 5.154505 -0.12 0.05 -0.02 -0.7552
C 1.551102 -2.604243 5.200302 0.09 -0.06 -0.02 -0.5243
C 2.417155 -2.727763 4.120997 -0.05 0.01 0.11 -0.9121
C 2.229431 -1.941900 2.994743 0.02 0.07 -0.23 -0.4153
C 0.960237 1.576047 1.957093 -0.29 -0.13 0.03 0.3466
C 2.136251 2.296776 1.832988 0.07 -0.21 -0.19 -0.4439
C 2.187660 3.588030 2.333169 -0.02 0.10 0.04 -0.8353
C 1.075223 4.134468 2.957527 0.04 0.01 -0.01 -0.5365
C -0.108759 3.413410 3.046662 -0.02 -0.06 0.00 -1.0067
C -0.175922 2.126941 2.536562 0.03 0.05 0.00 0.0340
C -2.629347 -1.788013 2.002829 -0.08 -0.04 0.45 -0.1783
C -2.356114 -2.737597 2.979902 0.14 0.06 -0.28 -0.1966
C -3.144447 -2.779289 4.116684 -0.10 -0.03 0.23 -0.7670
C -4.179181 -1.871310 4.293431 0.07 0.05 -0.19 -0.6009
C -4.440040 -0.920832 3.310088 -0.09 -0.11 0.24 -0.7372
C -3.667028 -0.877524 2.167299 0.19 0.06 -0.41 -0.4706
C -0.762493 -3.090875 0.375921 0.02 -0.06 0.09 0.4729
C 0.577249 -3.267835 0.077375 -0.06 0.27 0.06 -0.0004
C 1.013954 -4.533939 -0.285739 -0.02 -0.13 0.05 -1.2605
C 0.122914 -5.593264 -0.358932 0.11 0.05 -0.03 -0.7159
C -1.223149 -5.397289 -0.070441 -0.05 -0.02 0.00 -0.9629
C -1.673661 -4.141108 0.289575 -0.05 0.03 -0.03 -0.5537
C -2.804276 -0.356178 -2.987768 -0.21 0.07 0.25 0.1608
C -3.401791 -1.583855 -3.227530 0.10 -0.07 0.07 -0.2131
C -4.339782 -1.701778 -4.240559 0.02 -0.01 -0.05 -0.7965
C -4.672089 -0.595633 -5.012022 0.02 0.01 0.02 -0.4245
C -4.057855 0.626220 -4.775329 -0.02 -0.05 -0.08 -0.7916
C -3.119311 0.748873 -3.761844 0.17 0.08 0.00 -0.2087
C -1.937359 1.417743 -1.032258 -0.30 0.03 0.08 0.2276
C -3.246457 1.630841 -0.608744 0.03 0.06 0.02 -0.4551
C -3.599237 2.849236 -0.054592 -0.04 -0.10 -0.03 -0.9009
C -2.643841 3.851342 0.071830 0.05 0.07 0.00 -0.4861
C -1.347510 3.638970 -0.367319 0.01 0.15 -0.02 -0.5620
C -0.987039 2.418477 -0.924260 0.04 -0.35 -0.19 0.1211
H -0.504898 -0.199471 3.985010 -0.04 -0.02 0.00 0.3438
H -0.164248 -1.589727 5.999274 0.00 -0.01 0.00 0.4528
H 1.694259 -3.216936 6.081897 0.01 0.02 0.00 0.4054
H 3.245522 -3.423039 4.162858 -0.02 -0.02 -0.01 0.4369
H 2.882018 -1.999827 2.129760 0.02 0.00 0.03 0.4538
H 2.982034 1.847537 1.324314 0.01 0.05 0.00 0.5190
H 3.091962 4.170047 2.220802 0.00 -0.01 -0.03 0.4630
H 1.123706 5.137048 3.363546 0.00 0.01 -0.05 0.3953
H -0.986849 3.857996 3.498320 0.00 0.01 -0.01 0.4229
H -1.099424 1.564974 2.548534 -0.03 0.03 0.03 0.4151
H -1.539819 -3.435543 2.844047 0.01 0.04 0.11 0.4808
H -2.938359 -3.518590 4.879896 0.01 0.00 -0.01 0.4257
H -4.777851 -1.898657 5.194117 -0.02 -0.02 0.00 0.3923
H -5.247756 -0.212787 3.440313 0.01 0.01 -0.01 0.4476
H -3.840863 -0.142716 1.390819 -0.03 0.02 0.05 0.2005
H 1.259068 -2.423639 0.097159 0.04 0.00 -0.05 0.5344
H 2.059650 -4.679321 -0.517444 0.01 -0.01 -0.04 0.8032
H 0.474745 -6.572510 -0.658524 0.01 0.00 0.02 0.4169
H -1.919345 -6.223490 -0.134086 -0.02 0.02 -0.01 0.4305
H -2.722196 -3.959949 0.494952 0.02 -0.11 -0.05 0.6034
H -3.131055 -2.430330 -2.609224 -0.05 -0.01 -0.02 0.4548
H -4.813823 -2.656580 -4.429987 0.01 0.00 0.01 0.4009
H -5.406388 -0.688650 -5.802060 0.00 0.01 0.00 0.3847
H -4.310440 1.485802 -5.382355 0.03 0.01 0.01 0.4053
H -2.631664 1.699100 -3.579062 -0.03 0.00 0.01 0.5396
H -3.970819 0.834505 -0.722146 -0.08 0.05 0.01 0.6271
H -4.619146 3.018323 0.269875 0.01 0.01 0.01 0.4272
H -2.920490 4.804674 0.505260 0.03 0.01 -0.01 0.4266
H -0.598755 4.418438 -0.300022 0.04 -0.02 -0.01 0.6155
H 0.024621 2.274518 -1.273807 0.18 0.01 -0.09 -0.2507
Cl 3.228363 -5.483897 -2.963847 0.09 -0.16 0.03 -0.1927
C 2.402145 -4.068871 -3.646297 0.00 0.32 0.10 -0.3100
Cl 2.902311 -2.555878 -2.882635 0.08 -0.70 -0.21 -0.1926
H 1.338309 -4.197606 -3.485056 -0.01 0.01 -0.01 0.1490
H 2.652126 -4.027302 -4.698644 -0.03 0.04 -0.02 0.3763
```
Positions in Å, forces in eV/Å.

The charge is -1. As for the spin multiplicity: 1.



Calculated values (eV) of orbital gap for the records, taken in order: 6.845, 3.835.
Calculated values (eV) of E_HOMO for the records, taken in order: -11.58, -2.35.
Calculated values (eV) of E_tot for the records, taken in order: -23318.198, -125193.798.